No. 1
# C15H45FNa2O20P5

C15H45FNa2O20P5 as an isolated structure (ωB97M-V/def2-TZVPD, the Open Molecules 2025 dataset).

Atoms and positions in Å:
F 1.535 1.553 -0.781
O -2.057 3.178 -3.497
O 2.697 -3.968 1.892
H -6.370 0.308 1.893
O -4.414 0.299 2.763
H 2.264 7.057 5.086
P 2.159 -2.493 -2.925
H 0.201 -2.449 -5.578
C 1.228 3.243 4.781
H -1.079 -4.214 3.595
H 3.890 1.354 2.765
C -1.310 0.989 0.587
Na 1.341 3.923 -0.734
C -5.828 0.225 2.835
H -2.697 -2.573 0.508
H 4.629 -4.237 1.984
O 1.978 -2.520 -4.526
O 0.961 -3.771 3.768
H 1.235 -0.844 0.267
H -4.663 -0.340 -2.482
O 3.762 3.375 2.966
H 1.054 5.880 4.713
O 1.098 -1.925 2.000
H -0.555 2.915 -2.141
C 0.176 -0.751 -2.849
O 3.302 -1.663 -2.470
C -3.387 -2.176 1.253
C 1.685 -0.899 1.259
H 3.861 -5.129 3.351
H -0.404 1.178 1.162
O -3.268 1.015 -3.026
C -1.326 1.997 -6.199
H -0.548 -1.051 -3.607
H -0.364 -0.149 -2.118
O -2.225 0.428 1.503
H -4.092 -2.994 1.396
H 1.572 0.058 1.768
H 2.761 -1.056 1.178
H 1.286 -3.868 -5.794
C -0.705 2.873 -3.220
O 2.138 -4.053 -2.452
C 3.742 2.266 2.188
C 0.838 -3.179 -5.078
H -4.671 -0.014 -4.123
C 2.073 -4.347 -1.111
H -0.331 1.929 -3.616
H 0.130 -5.454 3.351
H -6.121 -0.737 3.254
H 0.294 -3.760 -4.334
O 3.022 -2.112 3.726
H -6.261 1.024 3.437
H 4.664 2.269 1.606
C 1.847 6.477 4.262
H 1.351 7.157 3.570
C -0.100 -4.407 3.155
H 3.035 -4.745 -0.786
O -2.059 1.291 -5.279
H 0.468 3.733 5.390
H -1.713 1.923 0.196
H -0.947 2.943 -5.813
H -0.162 3.721 -3.637
H 3.731 -5.764 1.795
H -3.267 -0.936 -3.332
P -3.811 0.391 1.258
H -0.166 -4.142 2.099
P 2.561 4.411 2.768
O -4.136 -1.117 0.677
O -4.270 2.684 -4.857
O 2.900 5.608 3.834
H 1.014 2.178 4.874
Na 3.649 0.677 -1.652
C 3.761 -4.807 2.315
H -1.809 2.212 -7.152
O 0.645 -2.018 -2.415
H -3.016 -2.066 2.272
P 2.051 -2.874 2.918
H 2.927 2.095 1.484
O -4.411 1.570 0.506
H -1.136 0.282 -0.224
P -3.031 2.095 -4.206
O 1.235 3.689 3.445
H 1.225 -5.006 -0.927
H -0.409 1.461 -6.442
H 1.758 -3.458 -0.565
C -3.972 -0.106 -3.292
H 2.154 3.359 5.344
O 2.260 4.927 1.418
H 0.941 -0.047 -3.176

Forces on the atoms, in the same order (eV/Å):
F 0.95 0.75 -0.46
O -1.09 -1.20 -0.72
O -1.88 1.08 0.89
H 0.53 0.02 -0.40
O 1.35 0.13 -1.14
H 0.13 0.07 -0.25
P -2.15 -0.89 -0.30
H 0.04 -0.07 0.11
C 0.10 -0.78 1.72
H 0.23 0.49 0.37
H -0.53 0.08 0.50
C 0.08 0.33 -0.16
Na 0.13 -0.56 0.68
C -1.46 -0.29 0.15
H 0.55 0.40 0.34
H 0.49 -0.55 0.42
O 0.97 0.45 2.29
O 2.60 3.18 0.02
H -0.03 -0.02 0.10
H 0.23 0.23 0.48
O -1.41 3.33 1.35
H -0.06 -0.07 -0.07
O 0.19 -2.27 1.05
H -0.13 -0.45 0.16
C -0.98 0.31 -0.65
O -0.72 0.07 -0.16
C -0.93 -1.88 -0.07
C 0.79 0.92 -0.44
H -0.54 0.86 0.33
H 0.00 -0.06 -0.32
O 2.04 3.77 -0.73
C 1.74 1.26 -1.46
H 0.08 0.88 -0.49
H 0.08 -0.70 0.63
O -1.74 -0.60 0.84
H -0.30 -0.09 -0.18
H -0.26 -0.02 0.00
H 0.17 -0.06 -0.25
H -0.48 -0.02 -0.18
C 0.28 0.91 0.36
O 0.22 2.58 -3.41
C 1.65 -3.20 -1.90
C 0.17 -0.78 -0.57
H 0.51 -0.10 -0.56
C -0.74 0.15 2.13
H -0.22 0.06 -0.01
H -0.53 -0.33 -0.72
H 0.17 0.02 0.19
H -0.06 0.18 -0.02
O -0.68 -0.84 -0.59
H 0.52 0.03 0.26
H 0.09 0.19 -0.45
C -0.67 -0.07 1.47
H 0.68 -0.26 -0.68
C -0.70 -1.44 -0.70
H -0.28 0.01 0.27
O -1.69 -0.33 2.49
H -0.18 0.34 -0.45
H 0.04 0.03 -0.14
H -0.28 0.28 0.12
H 0.42 -0.19 -0.23
H -0.31 0.25 -0.50
H -0.25 -0.28 -0.60
P -1.77 1.74 -0.50
H -0.01 -0.38 -0.11
P -1.59 1.17 3.01
O 0.63 2.37 0.39
O 3.15 -1.36 1.77
O 0.26 -1.65 -1.89
H -0.11 -0.09 -0.62
Na -0.90 -0.48 0.15
C 1.42 -0.23 -0.59
H -0.51 -0.16 0.20
O 2.70 -0.62 0.67
H 0.52 0.82 -0.32
P -0.97 -0.63 0.67
H -0.45 0.46 0.21
O 1.62 -3.10 1.03
H 0.20 0.12 0.02
P -2.02 0.73 -1.43
O 1.49 0.82 -1.74
H 0.35 -0.56 -0.14
H -0.09 -0.46 0.05
H 0.57 0.09 0.45
C -2.04 -2.79 0.16
H 0.36 0.37 -0.45
O -0.02 -1.06 -0.35
H 0.26 -0.41 -0.46

Its relative energy (zero: lowest compared OMol25 entry of this formula, charge and spin) is 73.5 kcal/mol. Its total energy is -115235.954 eV. As for the LUMO energy: -3.609 eV. As for the gap between HOMO and LUMO: 8.62 eV. The total charge is +1.

---

No. 2
# C15H45N15O30

A 15-piece molecular cluster, C15H45N15O30 overall (ωB97M-V/def2-TZVPD, the Open Molecules 2025 dataset).

Atoms and positions in Å:
N -5.727 1.723 0.084
H 3.451 -5.994 -3.125
O -4.701 4.804 -0.471
C 1.922 1.435 4.608
O 3.414 2.782 5.722
H -5.808 0.020 -3.279
N 1.307 -6.984 -0.423
O 1.804 -7.375 -1.495
O 7.224 1.320 -2.869
N 4.658 1.992 2.205
C 0.084 -0.168 -0.379
H 1.019 -5.302 0.856
O 0.382 -5.649 -3.991
H 6.556 -1.087 -3.210
H 3.654 -2.110 2.709
H 0.935 -4.955 -0.873
O -1.050 1.686 0.493
H 3.581 3.277 -2.317
C 6.100 1.802 2.520
O 0.530 -7.690 0.238
H -0.453 -1.091 -0.162
O -2.730 4.251 3.097
O 3.016 0.890 6.507
O 0.551 0.838 1.704
O -3.636 -0.604 -2.596
H 6.447 1.381 1.576
H -2.175 5.582 -3.241
C 2.729 -5.934 -3.939
O 5.872 1.291 -1.177
H -2.252 4.986 -1.501
O -6.283 1.946 -1.003
C -2.060 4.749 -2.547
N 6.495 0.760 -2.068
O 4.086 1.185 1.538
N -3.813 -0.062 -3.717
H -2.148 -4.913 2.430
H 2.492 -5.288 0.031
C -5.149 0.137 -4.139
C 3.228 -2.132 1.706
C -2.316 -5.961 2.184
O -2.910 0.274 -4.450
H 2.527 -6.982 -4.161
H -1.011 4.451 -2.539
C 2.792 2.609 -1.969
O -3.789 -5.781 3.933
N 4.376 -2.467 0.814
H 2.505 -2.939 1.584
O -2.337 2.421 -2.385
H -2.258 6.484 4.502
H -0.272 0.136 -1.364
O -6.323 1.830 1.115
H -3.724 2.334 -0.193
O 1.309 1.129 -3.136
H -3.893 0.554 -0.360
H 5.312 -1.016 -1.927
N 2.341 1.847 -3.161
O -1.311 -3.228 -1.116
N -5.286 5.650 0.115
H -3.947 -2.017 -0.811
N -1.689 4.887 3.129
N 1.484 -5.163 -3.708
N -0.112 0.874 0.673
O 3.129 1.779 -4.134
H -4.922 6.525 1.961
N -3.455 -6.477 2.985
N 2.817 1.699 5.666
H -0.501 6.160 4.399
N -2.256 -2.886 -0.399
H 3.284 -5.597 -4.814
O -4.071 -7.482 2.609
O 5.345 -1.762 0.880
C 6.312 -0.700 -2.221
H 3.284 1.959 -1.245
H -1.520 -6.656 2.453
H 1.972 3.157 -1.505
O -2.135 -2.620 0.780
H -3.413 6.505 1.024
O -6.453 5.940 -0.019
H -4.103 1.357 1.210
O 1.674 -4.095 -3.155
O -0.861 4.998 2.223
O 4.064 2.933 2.710
H -2.412 -6.161 1.116
H 6.558 2.772 2.711
H -3.506 -3.537 -1.881
H 1.165 -0.307 -0.394
H 1.792 2.032 3.705
H -5.323 -0.558 -4.960
H -1.578 5.087 5.237
C -4.499 6.577 0.958
H -4.018 -3.751 -0.132
H 6.137 1.000 3.257
C 1.444 -5.551 -0.116
H 0.946 1.444 5.094
H 2.167 0.406 4.348
H 7.039 -1.150 -1.545
H 2.791 -1.181 1.404
C -4.269 1.449 0.137
H -5.290 1.179 -4.428
C -1.496 5.719 4.352
O 4.108 -3.294 -0.087
C -3.680 -3.069 -0.913
N -2.799 3.505 -2.814
H -4.726 7.617 0.723
O -3.763 3.609 -3.448

Forces on the atoms, in the same order (eV/Å):
N -0.99 0.75 -2.65
H -0.68 0.84 0.40
O 1.03 -2.06 -0.90
C -2.37 -1.78 -1.23
O -0.88 -0.14 -0.87
H 0.08 -0.50 -0.22
N -1.72 -1.89 -1.73
O -0.18 0.76 1.93
O -0.24 -0.12 0.68
N -0.89 1.74 1.70
C 0.76 0.01 -0.44
H -0.47 -0.55 -0.10
O 1.83 0.76 0.21
H -0.05 0.71 -0.07
H -0.34 0.24 0.00
H 0.30 -0.23 -0.19
O 2.03 -1.52 0.26
H -0.28 0.06 -0.08
C -0.28 -0.44 -1.48
O 1.51 1.33 -0.41
H 0.22 0.20 0.71
O 0.76 0.04 -0.28
O -0.52 -2.61 1.18
O -0.10 -0.21 -1.14
O -0.22 0.79 -1.69
H 0.48 0.03 0.14
H -0.75 -0.51 0.02
C 0.98 -1.92 -1.11
O 0.01 0.37 0.40
H -0.36 0.30 -0.16
O 1.25 -0.72 0.63
C 2.01 -0.19 1.27
N -0.10 -0.15 -1.47
O -0.21 -1.71 -1.28
N 2.67 -0.73 2.11
H 0.06 -0.36 0.04
H 0.09 -0.14 -0.82
C -2.18 0.75 -0.03
C 0.13 -0.85 0.53
C 0.66 -0.96 -0.13
O -0.41 -0.23 0.25
H -0.69 0.18 0.05
H 0.02 0.02 -0.15
C 0.34 0.75 -0.03
O 0.39 -0.64 -0.25
N -2.13 0.01 -2.15
H 0.09 0.20 0.17
O -0.52 1.93 -0.29
H -0.12 -0.16 -0.73
H 0.04 0.61 0.34
O -0.15 -0.21 1.43
H -0.27 -0.15 -0.30
O 1.91 2.24 0.67
H -0.68 0.22 -0.42
H 0.14 0.38 0.08
N -0.10 -3.23 -2.19
O -1.01 0.85 0.52
N -0.11 2.49 0.03
H -1.28 -0.51 -0.62
N -0.16 0.98 -0.58
N -0.41 -0.52 0.69
N -2.75 1.23 0.47
O -1.36 0.83 2.08
H 0.10 -0.47 0.08
N -2.18 0.17 -0.55
N 3.20 4.31 0.70
H -0.15 -0.05 -0.55
N 1.30 -2.31 -0.35
H -0.43 0.67 0.01
O 1.33 1.15 0.47
O 0.75 -0.45 0.07
C 0.32 -1.19 0.22
H -0.37 -0.42 -0.17
H 0.46 0.48 0.25
H -0.05 -0.27 -0.19
O 0.03 0.69 -0.01
H -0.24 -0.91 -0.55
O -0.30 -0.32 0.29
H 0.25 -0.10 -0.13
O -0.55 -0.01 -0.28
O -1.01 -0.41 1.06
O 0.79 0.24 0.00
H -0.68 0.16 0.12
H -0.16 -0.41 0.48
H -0.77 0.50 -0.03
H -0.16 -0.36 -0.15
H 1.11 0.55 0.50
H -0.24 0.18 0.09
H -0.12 -0.34 -0.28
C -0.19 1.44 1.79
H -0.82 0.26 -0.36
H 0.20 0.51 0.29
C 0.37 0.83 1.34
H -0.15 -0.34 -0.05
H -0.43 0.00 -0.26
H -0.15 0.01 0.19
H 0.35 0.02 0.03
C 0.66 0.22 1.37
H 0.37 -0.12 -0.41
C 0.78 -0.02 1.32
O 1.16 0.91 1.40
C 2.50 0.34 0.90
N 3.36 -1.69 1.60
H -0.23 -0.23 -0.73
O -3.85 0.08 -2.31

Its relative energy (zero: lowest compared OMol25 entry of this formula, charge and spin) is 65.2 kcal/mol. Its total energy is -100016.361 eV. As for the LUMO energy: -0.550 eV. As for the gap between HOMO and LUMO: 9.93 eV. The total charge is 0.